Entry 1:
23
Properties=species:S:1:pos:R:3:forces:R:3:nbo_charge:R:1 method="wB97M-V/def2-TZVPD" total_charge=0 e_homo_ev=-8.69 lumo_ha=0.0211 orbital_gap_ev=9.3 de_lowest_ev=3.951
C 2.23012 -0.22535 1.18894 -0.17 -0.23 -0.02 -0.587
C 1.03604 0.32794 0.39944 -0.35 0.45 -0.34 -0.330
C 0.57919 1.67523 0.95959 -0.03 0.04 -0.14 -0.631
C -0.05383 -0.73441 0.38191 1.78 -2.48 1.23 0.717
N -0.91022 -0.75724 1.43581 -0.34 0.28 -0.49 -0.800
O 0.11097 -1.80718 -0.26740 -0.65 1.41 1.35 -0.663
H 2.59344 -1.15366 0.74896 0.00 0.03 0.00 0.227
H 1.94559 -0.42552 2.22396 0.01 0.02 0.00 0.204
H 3.04093 0.50230 1.19263 -0.02 0.04 -0.04 0.216
H 1.33449 0.46740 -0.64096 -0.04 -0.06 0.01 0.252
H 0.42425 1.63758 2.04370 0.05 -0.01 -0.06 0.192
H -0.33995 2.00843 0.47202 0.11 0.03 0.07 0.245
H 1.34985 2.42407 0.75904 -0.07 -0.06 0.11 0.225
H -1.17428 0.11132 1.86842 0.01 0.06 0.01 0.402
H -1.59351 -1.50236 1.45821 0.17 0.06 -0.02 0.403
H -3.12925 1.21012 -0.65218 0.25 -0.42 0.48 0.368
N -2.13984 1.21440 -0.88773 0.75 -0.02 -0.54 -0.691
C -1.69287 0.12569 -1.31466 0.18 0.12 -3.85 0.350
O -0.51022 0.10397 -2.32103 -2.57 2.53 3.26 -0.403
N -0.07945 -1.11580 -2.70723 0.39 -3.40 1.75 -0.536
H -2.25769 -0.81699 -1.46133 0.48 0.05 0.40 0.146
H -0.84938 -1.57567 -3.21227 0.19 0.12 0.12 0.303
H 0.08561 -1.69426 -1.66785 -0.14 1.44 -3.31 0.391

***

Entry 2:
23
Properties=species:S:1:pos:R:3:forces:R:3:mulliken_spin:R:1 method="wB97M-V/def2-TZVPD" total_charge=+1 e_homo_ev="-14.38 / -14.17" lumo_ha="-0.1100 / -0.3013" s2=0.761 orbital_gap_ev="11.4 / 6.0" de_lowest_ev=0.956 spin_multiplicity=2
C 0.12366 -0.64799 -3.56599 -1.35 -1.23 -2.13 0.004
C 0.18146 -0.76694 -2.10236 1.95 1.80 1.21 -0.006
O -0.67447 -1.19649 -1.37048 -0.81 -0.61 0.12 0.070
O 1.28072 -0.14562 -1.62068 0.84 0.48 -0.79 0.018
H 0.99427 -0.79098 -4.19971 0.67 -0.14 0.84 0.000
H -0.24168 0.32201 -3.92798 -0.22 -0.06 0.67 0.000
H -0.58479 -1.42468 -3.92343 0.15 0.62 0.20 0.000
C -0.71925 1.03918 0.33211 1.90 1.72 1.30 0.057
C -1.91640 1.89439 0.28423 -2.87 0.57 -1.09 0.015
C 0.59997 -0.16725 2.01421 -0.70 -0.16 3.93 -0.060
N -0.26359 0.94264 1.71593 -0.55 -2.30 -2.98 0.614
N 1.41819 -0.62565 1.16565 0.10 0.94 0.22 0.181
N 0.32351 -0.48031 3.39420 0.90 0.05 -1.93 0.004
H -0.90064 0.04681 -0.17669 0.51 -0.14 0.41 0.059
H 0.22484 1.46514 -0.18341 -1.36 -0.53 0.12 0.072
H -1.90220 2.90082 0.72120 0.59 -0.22 -0.18 0.001
H -2.82029 1.41270 0.72697 0.81 -0.09 0.19 0.001
H -0.98116 1.23628 2.37643 0.49 0.09 0.35 -0.020
H 1.52791 -0.00509 -0.66777 -1.11 -1.24 -0.50 -0.004
H 2.09670 -1.32177 1.48835 -0.65 0.01 0.01 -0.005
H -0.58537 -0.18354 3.70645 0.08 -0.23 0.28 0.000
H 0.70568 -1.28711 3.89177 -0.07 0.41 -0.68 0.001
H -2.30720 1.98136 -0.75325 0.69 0.23 0.42 -0.001

***

Entry 3:
22
Properties=species:S:1:pos:R:3:forces:R:3:nbo_charge:R:1 method="wB97M-V/def2-TZVPD" total_charge=+1 e_homo_ev=-13.22 lumo_ha=-0.1742 orbital_gap_ev=8.5 de_lowest_ev=4.549
C 1.31457 -2.14816 1.65030 -1.67 -0.01 -1.42 0.256
C -0.08431 -0.67183 -1.49134 -3.29 -0.80 -0.18 -0.579
C -2.06209 0.77993 -0.92678 -1.47 -4.26 -1.29 -0.680
C 0.08509 1.81576 -1.63799 3.13 0.02 -3.59 -0.677
C -0.66450 0.57940 -1.42500 0.00 -1.70 0.78 0.155
N 1.24380 0.23465 3.01261 -2.61 2.75 -1.75 -0.451
N 0.63395 0.14706 1.87826 1.06 -0.20 0.96 0.145
N 0.74650 -0.92263 1.18875 -0.18 1.12 -1.89 -0.378
N 1.50579 -2.17859 2.90292 1.01 -1.75 -1.21 -0.640
H 1.26593 -2.95174 0.77617 0.55 1.43 2.21 0.231
H -0.68293 -1.68504 -1.53842 0.64 2.36 0.63 0.239
H 0.90106 -0.90029 -1.74178 1.73 0.48 -0.87 0.222
H 0.38543 -0.62132 0.11391 0.29 -1.46 1.50 0.463
H -2.34244 0.18193 -0.01253 0.49 0.65 -0.93 0.237
H -2.82374 0.46874 -1.72423 1.09 -0.31 0.81 0.258
H -2.38765 1.73217 -0.85808 -0.25 3.47 0.88 0.233
H -0.34134 2.62926 -2.31366 0.15 -1.56 0.48 0.266
H 0.28722 2.34880 -0.78916 0.05 1.21 2.76 0.238
H 1.18139 1.56202 -1.99730 -2.18 0.54 0.22 0.222
H 0.91720 1.04792 3.50263 0.44 0.37 0.34 0.416
H 1.82998 -3.09988 3.15579 0.08 -0.43 0.48 0.391
H 1.70286 -0.51253 3.42362 0.96 -1.91 1.08 0.432